1.
45
Properties=species:S:1:pos:R:3:forces:R:3:mulliken_charge:R:1 method="wB97M-V/def2-TZVPD" lumo_ha=-0.0995 e_tot_ev=-40406.3867 orbital_gap_ha=0.2232 multiplicity=1
O 2.1568 -0.4584 -2.6215 -0.27 0.01 -0.28 -0.686
H -0.3339 0.1369 1.1792 0.05 1.31 0.84 0.448
B 1.3198 -3.4538 -4.0737 -0.11 -0.57 -0.18 1.135
H 1.1118 1.2248 -0.0176 -1.10 1.38 -0.06 0.447
C 0.2997 -5.4656 -3.9191 -2.86 -0.07 0.74 0.581
O -1.2130 0.5565 -2.4549 0.51 2.83 0.68 -0.382
C -0.5255 0.9853 1.9099 -1.72 -1.20 1.22 -0.559
C 1.8269 -1.3853 -3.3276 0.77 -0.29 2.86 0.628
C -1.3426 -1.0845 4.2209 0.60 -0.10 1.36 -0.397
H -2.5409 -0.0572 1.8837 0.72 1.49 0.59 0.335
H -0.6086 0.8691 -3.1763 -0.25 -0.78 0.79 0.295
H -2.6758 1.7418 2.3235 0.95 -1.10 0.07 0.375
O 2.3158 -4.4875 -4.3986 -0.63 -0.06 0.20 -0.510
H -1.1038 4.2686 3.0737 0.55 -0.15 -0.81 0.312
C -0.1929 2.6212 -1.3079 0.57 -0.77 -0.55 -0.635
H 0.5692 2.4399 -2.1527 -1.00 0.24 1.33 0.438
H -0.4557 3.7246 -1.3481 -0.02 -1.50 0.31 0.306
H 1.4213 3.0127 0.1484 -1.28 -1.07 -0.37 0.328
H 0.1381 0.8530 2.8459 -0.66 0.02 -1.55 0.306
O 1.7549 -2.6464 -2.9181 -0.02 0.87 -0.52 -0.522
N 1.8510 2.7796 2.6712 -2.52 1.21 -1.78 -0.550
O 1.1477 -2.5149 -5.1980 0.30 0.67 0.72 -0.499
H -3.1618 0.2562 4.2962 1.80 0.27 -0.17 0.360
H -0.2874 -0.9131 4.6555 -1.42 -0.12 -0.65 0.288
C -2.0515 0.3333 4.0054 -0.30 -0.27 -1.18 -0.674
O 1.4130 -0.2945 -5.4123 -0.01 -0.17 0.59 -0.646
C 1.7032 -5.6698 -4.3048 2.72 -0.88 -0.80 0.586
O -0.5241 -6.3284 -3.7506 0.54 0.33 -0.10 -0.602
C 1.4494 -1.3014 -4.7456 -0.76 0.17 -3.00 0.647
H -1.9030 -1.6774 5.0337 0.66 0.92 -1.19 0.323
C 0.5708 2.2402 0.0464 1.33 0.67 -0.96 -0.630
H 2.3850 3.5700 2.2717 0.21 -0.59 0.65 0.314
N -0.2931 2.3441 1.2737 1.78 0.28 2.32 0.226
O 0.0621 -4.1594 -3.7794 0.59 -0.24 -0.13 -0.491
C -2.0436 0.8062 2.4511 0.27 -0.99 0.60 -0.748
C -1.4451 1.6940 -1.6223 -2.71 -0.47 -0.39 0.371
H -1.4808 1.0905 4.6394 -1.01 -0.89 -0.62 0.255
O -1.2271 -1.8742 3.0189 0.13 0.15 0.71 -0.481
C 0.4492 3.0881 2.3133 0.67 -0.61 -0.41 0.080
O -2.6103 1.8877 -1.2432 3.95 -0.31 -0.48 -0.542
O 2.2370 -6.7303 -4.5095 -0.42 0.47 0.16 -0.594
H 0.5203 4.6849 3.5774 -0.61 -0.94 -0.17 0.298
N -0.0975 4.0845 3.0022 0.82 -0.66 -0.34 -0.199
H 2.1490 1.9077 2.2093 -0.21 0.59 0.10 0.368
H -0.7338 -2.6995 3.2311 -0.59 0.92 -0.17 0.295

2.
93
Properties=species:S:1:pos:R:3:forces:R:3:mulliken_charge:R:1 method="wB97M-V/def2-TZVPD" lumo_ha=-0.2237 e_tot_ev=-58418.8075 orbital_gap_ha=0.1869 charge=+1 multiplicity=1
H 0.4810 -4.0287 0.9855 -0.07 0.02 0.04 0.029
C 1.1525 -3.4927 5.4074 -0.05 0.28 -0.19 -1.739
H -2.2400 5.5419 -0.6110 0.06 0.00 0.16 0.414
H -1.4120 4.3517 0.4287 -0.23 0.13 0.02 0.367
H -2.4018 -4.7220 0.8782 0.00 -0.02 0.00 0.485
H 0.5188 -6.7344 4.4165 0.01 0.02 -0.01 0.305
H 3.9307 1.1785 -3.2353 -0.05 0.12 -0.25 0.358
H 1.4325 -2.5387 4.9649 -0.02 -0.01 -0.01 0.377
C -1.5524 -0.2078 -0.6565 0.20 0.38 0.13 -0.975
H 0.2907 4.9284 -1.8406 -0.06 0.01 0.03 0.351
O -4.0228 1.6377 -3.1217 0.48 0.02 -0.36 -0.225
F -2.1409 -1.4609 -0.9625 0.07 -0.04 -0.06 -0.514
C 3.8713 1.9501 -0.6805 0.42 0.03 0.13 -0.446
H 2.7627 2.3112 -3.9255 -0.07 -0.06 0.02 0.423
C 1.5811 -5.5058 2.0969 -0.10 -0.16 0.12 -0.506
C -3.3526 0.5932 -2.4336 -0.27 0.15 0.43 -1.498
H -0.6718 -7.0550 2.7781 0.02 0.02 0.02 0.337
H -1.7260 -3.1625 1.3231 0.00 -0.01 0.02 0.304
H 4.0498 3.4734 -2.1764 -0.11 0.05 0.00 0.471
H 2.1430 4.1214 1.6391 0.05 0.03 0.02 0.064
H 1.6914 6.8543 -1.5942 -0.05 0.02 0.00 0.285
H -3.7962 0.4865 -1.4419 0.02 -0.07 -0.05 0.502
H -1.1973 2.1651 -0.1942 0.25 -0.08 -0.04 0.593
H -2.2191 -6.5841 2.1086 0.01 0.07 -0.05 0.481
C 1.9039 0.7648 -2.6275 0.07 -0.08 -0.27 0.961
H 3.2274 1.1113 -0.4088 0.08 0.01 0.00 0.275
H 0.9440 8.3550 -1.0321 -0.05 0.01 -0.07 0.265
H -6.1855 2.5366 -5.1850 0.03 -0.12 -0.14 0.336
C 2.6121 3.4321 2.3385 0.03 0.04 -0.08 -0.817
H 4.8751 1.5647 -0.8749 -0.08 -0.05 -0.06 0.248
C -0.3992 -0.2122 -3.1643 0.20 0.02 -0.29 -1.187
C 0.8267 -4.5506 4.3641 -0.18 -0.50 1.17 1.330
H 2.3948 -5.4504 1.3734 0.01 -0.02 0.00 0.439
C 0.8882 0.4231 -3.7207 0.13 -0.29 0.06 -1.184
H -1.6443 3.9938 -2.5722 -0.32 -0.13 -0.07 0.416
O 3.5885 1.2808 1.9995 -0.15 -1.00 0.15 -0.555
H 1.9957 -3.8524 5.9926 0.00 -0.03 0.00 0.437
O -5.5152 0.2076 -3.9660 -0.27 -0.85 -0.12 -0.549
C 0.0629 0.3433 1.2993 0.25 0.28 -0.22 -1.444
H 1.4934 -6.5587 2.3719 -0.01 0.00 0.01 0.334
H 1.8514 2.9185 2.9246 0.10 0.06 0.07 0.332
C -0.2049 -0.4649 0.0191 -0.06 -0.25 0.35 1.809
H -0.3085 -5.8466 5.6995 0.03 0.01 0.04 0.383
H -1.0015 -0.5383 -4.0179 -0.04 0.01 0.09 0.487
O 3.9486 2.8492 0.4485 -0.65 0.23 -0.24 -0.345
H -0.2055 -1.5324 0.2721 -0.04 0.04 -0.04 -0.799
H 2.4009 3.2067 -1.5555 0.08 0.13 -0.11 -0.171
H -4.5430 3.1605 -4.9262 0.00 -0.04 -0.02 0.270
H -0.0039 -5.6804 0.6287 -0.06 0.00 0.01 0.467
H -0.1456 -1.1088 -2.5963 -0.11 0.06 0.09 0.471
H -2.8714 -3.9699 2.4063 -0.01 -0.04 -0.01 0.466
C -2.0425 -4.1276 1.7151 0.14 0.33 0.05 -1.813
H 1.3845 1.1674 -1.7557 0.00 0.06 -0.03 -0.865
O -0.3597 6.7801 -1.2182 -0.04 0.05 0.08 -0.453
H -0.0075 2.6062 -1.4483 0.02 -0.16 0.09 -0.720
H 1.4373 -6.0587 5.7419 0.02 0.08 0.00 0.442
C 0.5898 -5.8820 5.0832 -0.24 -0.09 -0.17 -1.562
H -3.4791 -0.3625 -2.9467 -0.03 0.02 0.02 0.533
H 0.6511 -0.2351 2.0143 -0.09 0.04 0.03 0.237
C -1.4371 -6.2839 2.8014 0.14 -0.01 0.24 -1.789
C -1.4794 4.7602 -0.5842 0.19 -0.11 -0.25 -0.890
C -4.9413 1.2484 -4.0410 0.11 0.59 -0.01 0.739
P -1.5393 0.8997 -2.2313 -0.01 -0.12 -0.20 2.064
H 0.6004 5.2949 -0.1457 -0.05 0.10 0.01 0.091
H 0.3118 -3.3299 6.0824 0.01 -0.03 0.01 0.469
C 3.3258 2.7135 -1.8767 0.03 -0.27 0.13 -0.185
C -5.1312 2.2678 -5.1271 0.01 0.35 0.33 -1.056
C 3.0176 1.7464 -3.0273 0.19 -0.06 0.36 -1.114
C 1.9466 -4.6631 3.3111 0.02 0.15 -0.47 -1.216
C 0.7919 7.4756 -1.6610 0.11 -0.04 0.04 -0.705
C -1.8749 3.6468 -1.5659 0.33 0.10 0.40 -0.930
C 0.3031 -5.0114 1.4335 0.42 0.24 -0.01 -0.963
H 0.6617 7.7867 -2.7003 0.01 0.01 0.04 0.260
H -2.2121 0.2703 0.0787 -0.12 -0.18 -0.05 0.927
H 3.2574 4.0022 3.0089 -0.02 -0.03 -0.01 0.345
H -2.9419 3.4397 -1.4718 0.02 0.00 -0.19 0.415
H 2.8087 -5.0810 3.8319 -0.02 0.01 0.06 0.427
H 2.3690 -0.1725 -2.3016 -0.13 0.04 0.16 0.483
C -0.9113 -4.9020 2.3770 -1.08 -0.67 0.14 1.764
F -1.5460 1.8684 -3.6356 0.06 0.01 -0.02 -0.692
H 0.6338 -0.3305 -0.6620 -0.06 -0.07 -0.07 -0.233
H -1.8793 -6.2666 3.7968 -0.05 0.01 -0.03 0.352
H 1.3471 -0.3251 -4.3767 -0.04 0.12 -0.07 0.499
C -0.1426 5.4149 -0.9492 0.11 -0.19 -0.10 -0.129
H 0.6628 1.2827 -4.3511 -0.11 0.07 0.17 0.472
N -0.3885 -4.0950 3.5633 1.73 1.51 -1.89 0.858
H 2.2229 -3.6546 2.9885 -0.06 0.02 0.06 0.426
C -1.0582 2.3769 -1.2564 -0.37 0.33 -0.08 0.304
C 3.4190 2.3936 1.6042 0.17 0.75 -0.04 0.777
H -4.8061 1.8349 -6.0726 -0.11 -0.05 0.02 0.295
H 0.6612 1.2336 1.0836 -0.08 -0.03 0.00 0.088
H -0.8553 0.6965 1.7736 0.00 -0.20 0.07 0.500
O -0.5282 -2.9095 3.4731 -0.63 -1.06 0.80 -0.367

3.
51
Properties=species:S:1:pos:R:3:forces:R:3:mulliken_charge:R:1 method="wB97M-V/def2-TZVPD" lumo_ha=-0.1420 e_tot_ev=-95568.4892 orbital_gap_ha=0.2942 charge=+1 multiplicity=1
H -0.4329 -3.2612 3.1577 -0.04 0.23 -0.10 0.595
O 0.7099 -0.0559 -2.3443 0.66 0.66 -3.46 -0.580
C -1.5610 1.7725 -0.6036 -0.11 0.52 0.75 -0.812
H 2.9108 -1.2570 1.1464 -0.19 0.18 -0.02 0.569
H 1.5715 2.9384 -0.5275 -0.33 0.10 0.41 0.390
C -1.3473 0.8354 4.0288 -0.80 -0.62 -0.25 -0.547
C 1.9061 -1.5823 -3.7746 0.05 -0.26 -0.09 -1.624
C -2.2039 -0.9921 2.8963 -0.33 0.75 -0.36 -0.678
H 1.5181 1.8059 -3.0433 -0.21 -0.07 0.22 0.265
H -2.5997 -1.9784 2.6759 0.18 0.21 0.06 0.476
H -2.1382 1.6255 -1.5369 0.19 0.14 0.65 0.396
H -0.2872 1.7671 -2.9783 0.46 -0.35 0.13 -0.012
C -1.8271 1.2930 2.7651 -0.43 -0.76 0.17 -0.097
H -2.2337 1.8139 0.2571 -0.15 0.51 -0.45 0.244
C -0.6183 3.0029 -0.6698 0.01 0.46 -0.50 -0.792
H 0.7082 2.7448 1.0618 0.10 0.06 -0.60 0.012
C 0.5756 0.4484 -4.5046 -0.09 -0.18 1.00 -0.875
H -0.9988 1.4719 4.8330 0.23 -0.24 -0.28 0.535
H -0.8888 -1.9933 -4.6386 0.18 0.06 0.17 0.366
C 0.6284 1.1812 -3.1751 -0.03 0.56 0.63 -0.091
H 2.0611 -1.9196 -4.8102 -0.19 -0.03 0.29 0.382
H 1.8390 -2.4533 -3.1107 0.38 0.10 -0.14 0.318
C 2.1639 -1.5144 1.8837 -0.67 -0.91 0.75 -0.443
C 1.0980 -1.8111 3.9337 0.78 -0.44 -1.37 -0.572
C 0.6763 2.5406 -0.0253 0.44 0.18 0.33 -0.320
H -0.4649 -2.4928 -2.9834 -0.31 0.06 -0.08 0.343
C -0.6378 -1.6276 -3.6356 0.17 -0.38 0.12 -1.667
H -0.9094 -0.2206 0.3381 0.24 0.86 -0.31 0.639
H 1.4569 0.5864 -5.1106 0.02 0.04 -0.36 0.337
Zr 0.0507 -0.3199 2.2657 0.17 2.14 0.94 0.370
H -1.0221 3.8895 -0.1493 0.11 -0.39 -0.42 0.491
C 2.2220 -1.1945 3.2761 -0.71 -1.55 -0.56 -0.719
H -1.8673 2.3220 2.4318 0.18 -0.12 0.05 0.510
C 0.6264 -0.7904 -3.6198 0.32 -1.03 -0.31 1.454
H -3.0043 0.2146 1.1836 0.46 -0.12 0.22 0.681
H 0.7980 -2.9216 0.7540 -0.12 0.19 0.02 0.649
H -0.3687 3.2568 -1.7238 -0.58 0.06 0.78 0.199
C -0.6067 0.6235 -0.3949 0.45 -0.91 -1.06 1.760
C 1.0232 -2.3863 1.6667 0.59 -0.19 1.45 -0.546
O 0.7527 1.1214 -0.2524 -1.73 -0.75 1.51 -0.450
C -2.3992 0.1765 2.0895 -0.32 -0.31 0.86 -0.494
H -0.3587 0.5407 -5.0417 0.03 0.20 -0.29 0.322
C 0.3726 -2.5711 2.9486 1.42 -0.20 -0.59 -0.396
H 2.7688 -0.9502 -3.5054 -0.35 -0.29 -0.01 0.397
Br 1.4501 1.5695 3.2979 0.28 0.84 -0.13 -0.419
H -1.4975 -1.0589 -3.2623 0.15 -0.02 -0.08 0.341
H 0.9346 -1.8045 5.0053 -0.15 0.13 -0.27 0.518
H 3.0414 -0.6997 3.7771 -0.33 0.28 -0.15 0.539
H -0.6309 0.0664 -1.3374 0.17 -0.26 0.91 -0.976
C -1.5594 -0.5728 4.0998 -0.38 0.78 0.15 -0.635
H -1.4002 -1.1793 4.9857 0.12 0.08 -0.34 0.650

4.
82
Properties=species:S:1:pos:R:3:forces:R:3:mulliken_charge:R:1 method="wB97M-V/def2-TZVPD" lumo_ha="-0.0042 / -0.0042" e_tot_ev=-118471.3407 orbital_gap_ha="0.2369 / 0.2409" multiplicity=2
H 0.0103 1.9008 -4.4210 0.00 0.00 0.00 0.534
N 0.1693 1.6684 2.3231 0.07 0.05 0.06 0.943
C -2.5834 -2.6137 1.9094 0.06 -0.01 0.00 -0.982
F 4.3345 0.5218 2.3655 0.00 0.02 0.01 -0.254
H -0.5641 2.7845 6.3313 0.00 -0.01 0.00 0.359
H 4.5502 -5.6344 -1.6998 0.01 0.00 0.00 0.365
H -4.2354 2.9717 -1.2945 0.00 0.00 0.00 0.448
C -1.3326 0.2538 -4.4630 0.02 0.01 0.01 0.703
N -1.2308 -0.8927 1.5294 0.09 -0.03 0.02 1.312
C 3.2714 -3.4337 -0.5504 0.01 -0.01 -0.01 -0.986
H -4.5016 3.5311 2.2560 0.00 0.00 0.00 0.328
H -2.0480 2.2840 5.5104 0.00 0.00 0.00 0.359
C 0.9346 2.8160 4.0591 0.02 0.00 0.02 -0.901
H -2.5939 -1.4549 -4.1706 0.00 -0.01 0.00 0.338
C -0.3295 1.0253 -3.8840 -0.01 0.00 -0.02 -0.753
O 0.8010 1.7279 -0.5607 0.03 -0.02 0.11 -0.796
H 2.8661 -3.3123 -3.8688 0.00 0.00 0.00 0.343
C 1.4728 -1.8675 -1.0918 -0.03 -0.04 0.00 -0.574
N -3.7035 2.3792 0.6935 0.01 -0.02 0.03 0.224
F 2.9250 -3.3269 2.0134 0.01 -0.01 0.00 -0.394
C 2.6478 1.3645 -2.1085 0.00 -0.01 -0.01 0.130
H 1.1817 -1.7535 -3.2275 0.00 0.00 0.00 0.368
C 2.7217 -3.1169 -2.8113 0.00 0.01 0.01 -1.319
O 1.9646 -0.0064 1.3293 -0.10 -0.03 0.12 -0.073
C -1.1623 2.9086 5.4315 0.01 0.01 0.02 -0.966
C -0.8105 1.8107 3.1935 0.00 -0.04 0.00 -0.077
C 2.2837 -2.5422 -0.1335 -0.01 0.02 0.02 0.451
C -1.9138 0.6397 -5.7973 0.01 0.01 0.02 -1.549
C -4.8371 2.8904 1.4429 -0.01 0.02 0.00 -0.856
N -1.8067 1.3582 0.2175 0.02 0.01 -0.01 1.275
P -2.4801 1.1724 2.9230 0.01 0.01 0.01 -0.587
C 4.6245 -4.6980 -2.2558 -0.01 0.00 0.01 -1.557
C 1.7425 -2.2216 -2.4337 -0.01 0.00 0.00 -0.445
N -2.9384 -1.5793 2.7338 -0.01 0.03 0.01 0.201
F 0.8987 -2.6140 1.7850 -0.01 -0.01 0.00 -0.310
H -5.4573 3.4764 0.7703 0.00 0.00 0.00 0.332
C 0.9317 3.1700 -2.3732 -0.01 0.01 0.02 0.303
F 1.4797 3.4143 -3.5784 0.00 -0.01 -0.01 -0.284
C 1.2696 2.2834 2.8508 -0.03 0.00 -0.04 -0.808
C 0.2193 0.7193 -2.6440 0.02 0.04 0.06 -0.206
H -1.1263 0.8848 -6.5108 0.00 0.00 -0.01 0.365
H -3.0876 -3.5634 1.9397 0.00 0.00 0.00 0.488
H -1.8836 1.6862 -1.8945 0.00 0.00 0.00 0.240
F 4.6306 -0.8488 0.7173 0.00 0.00 0.00 -0.205
C -3.9532 -1.6451 3.7705 -0.01 -0.01 0.00 -0.864
F 2.8901 1.0836 -3.4031 0.01 0.00 0.01 -0.323
C -2.3535 1.8314 -0.9398 0.00 0.01 0.02 -0.281
H -2.5576 1.5175 -5.7083 0.00 0.00 -0.01 0.269
F 3.0379 0.3274 -1.3845 0.01 0.04 0.00 0.026
F 1.4590 4.0422 -1.5141 -0.01 0.00 0.00 -0.235
C -1.5332 -2.1706 1.1622 -0.04 0.00 0.00 -0.905
H 3.8793 -3.9074 0.2076 0.00 0.01 0.01 0.518
C 2.1823 -2.3807 1.3663 0.00 0.02 -0.03 0.714
C -3.5265 2.4700 -0.6597 -0.01 -0.01 -0.03 -1.032
H 5.6081 -4.2718 -2.0472 0.00 0.00 0.00 0.299
H -1.4673 3.9510 5.3436 0.01 0.00 0.00 0.309
H -2.5102 -0.1710 -6.2148 0.00 0.00 0.00 0.413
C -1.7964 -0.8483 -3.7561 0.00 0.01 -0.01 -1.472
H -5.4327 2.0750 1.8515 0.00 0.00 0.00 0.309
C 4.1037 -0.7317 1.9413 -0.01 -0.01 -0.02 0.403
C -1.2200 -1.1986 -2.5466 -0.01 -0.01 0.00 -0.497
H -3.5147 -1.9519 4.7194 0.00 -0.01 -0.01 0.292
H 4.5839 -4.9348 -3.3191 0.00 0.00 0.00 0.372
H -4.4260 -0.6737 3.8935 0.01 0.00 0.00 0.342
H 1.5118 3.3666 4.7808 0.00 0.00 0.00 0.502
H -1.5334 -2.0973 -2.0288 0.00 0.00 -0.01 0.475
F -0.3763 3.4772 -2.4676 0.01 -0.01 0.01 -0.194
F 3.4387 2.3991 -1.7735 0.01 -0.02 -0.01 -0.318
F 4.7776 -1.5520 2.7548 0.01 -0.02 0.01 -0.288
H -4.7078 -2.3701 3.4758 -0.01 0.01 -0.01 0.340
C 3.5245 -3.7452 -1.8740 -0.01 0.01 0.00 0.833
H -0.9702 -2.6732 0.3981 0.00 0.00 0.00 0.500
C -2.6411 1.6958 1.1880 0.00 -0.01 0.00 -0.110
C -2.0971 -0.5478 2.4711 -0.02 0.01 -0.02 -0.205
C 1.1397 1.6960 -1.8926 -0.04 -0.02 -0.07 1.697
N 0.4632 -0.9328 -0.8164 0.12 -0.03 -0.07 1.413
N -0.3822 2.5027 4.2770 -0.04 0.03 -0.02 0.127
C 2.5714 -0.9943 1.9259 0.06 -0.05 0.01 1.061
F 2.2449 -1.0434 3.3103 0.01 0.02 -0.04 -0.531
Cr 0.2472 0.4326 0.6051 -0.15 0.13 -0.14 -0.513
H 2.2145 2.2685 2.3373 0.00 0.00 0.00 0.582
C -0.1827 -0.4580 -1.9864 -0.05 -0.09 -0.03 0.444